Entry 1:
Molecular formula: C32H63BGeMgN2P2
Method: DFT, ωB97M-V/def2-TZVPD

Energy   -4350.80596 hartree
Frontier orbital gap   0.2884 Eh
Maximum force   0.638 eV/Å
Highest occupied orbital energy   -13.7 eV

Structure (ORCA input):
```
! RIJCOSX wB97M-V def2-TZVPD def2/J DEFGRID3
* xyz 2 1
Mg -0.15900 -0.60052 -0.65674
C -5.31646 -0.90890 -0.33494
C -4.04435 -0.80809 -1.18907
C -3.73897 0.66667 -1.45802
C -4.24966 -1.49866 -2.54099
P -2.56478 -1.50410 -0.30802
C -2.68982 -0.87904 1.46702
N -1.36535 -0.70750 2.06506
B -0.29600 0.07598 1.51775
N 0.91939 -0.47462 2.03483
C 2.29368 -0.28194 1.57628
P 2.42427 -0.55920 -0.26802
C 3.04421 -2.30267 -0.46596
C 1.88024 -3.19241 -0.01662
C 4.27423 -2.66982 0.37312
C 3.32481 -2.57151 -1.94862
C 3.57429 0.72101 -0.97825
C 5.05323 0.44536 -0.69138
C 3.34037 0.76592 -2.49492
C 3.21611 2.08307 -0.36313
C 0.57442 -1.43990 2.99510
C 1.38588 -2.20494 3.82774
C 0.76716 -3.08189 4.69936
C -0.62702 -3.18984 4.75024
C -1.43379 -2.43520 3.91959
C -0.81646 -1.56782 3.02605
C -2.55002 -3.36495 -0.30637
C -1.55617 -3.83237 0.75891
C -2.05897 -3.84478 -1.68051
C -3.90882 -3.99238 0.02048
H -6.15923 -0.56851 -0.93971
H -5.27533 -0.26393 0.54282
H -5.53842 -1.92310 -0.01140
H -4.61332 1.13334 -1.91621
H -2.90521 0.77493 -2.15682
H -3.51167 1.22551 -0.55010
H -5.00278 -0.93633 -3.09575
H -4.61370 -2.51817 -2.44245
H -3.34161 -1.50823 -3.14746
H -3.30008 -1.55325 2.06823
H -3.20491 0.08108 1.43549
H 2.92468 -1.01458 2.07372
H 2.67496 0.70254 1.84271
H 1.58334 -3.00996 1.01987
H 2.17368 -4.24188 -0.09097
H 1.00139 -3.08102 -0.66594
H 4.08182 -2.62326 1.44484
H 5.14324 -2.06122 0.14682
H 4.53651 -3.70656 0.15221
H 2.51763 -2.22679 -2.60134
H 3.42493 -3.64822 -2.09637
H 4.25186 -2.10711 -2.28060
H 5.42730 -0.42627 -1.22524
H 5.25283 0.32316 0.37347
H 5.63335 1.30607 -1.03077
H 3.61785 -0.16523 -2.98745
H 3.95647 1.55976 -2.92072
H 2.30044 0.99015 -2.74122
H 3.72961 2.24481 0.58489
H 2.14890 2.21630 -0.18766
H 3.53484 2.87378 -1.04454
H 2.46224 -2.09819 3.83180
H 1.37048 -3.67480 5.37217
H -1.08130 -3.86485 5.46162
H -2.51153 -2.51280 3.98116
H -0.60906 -3.28778 0.75438
H -1.32239 -4.88344 0.57999
H -1.97002 -3.75421 1.75939
H -1.12679 -3.35810 -1.98824
H -2.79025 -3.69071 -2.47054
H -1.85533 -4.91505 -1.62086
H -4.29558 -3.65337 0.98269
H -3.77944 -5.07445 0.09194
H -4.65935 -3.80494 -0.74282
C 0.61463 4.17753 -3.51739
C -0.74365 3.49065 -3.45092
C -1.18899 3.15113 -2.03024
C -0.30169 2.08970 -1.36725
Ge -0.63640 1.95278 0.58888
C 0.35897 3.28523 1.61174
C 0.62581 4.57310 0.82416
C 1.20466 5.68339 1.70473
C 0.17447 6.30737 2.63649
H 0.85144 4.47509 -4.53754
H 1.42775 3.53025 -3.17814
H 0.62936 5.07887 -2.90148
H -0.73117 2.57663 -4.05551
H -1.49831 4.13677 -3.90258
H -2.22889 2.82502 -2.02866
H -1.16309 4.05813 -1.42102
H 0.74690 2.36588 -1.48653
H -0.38829 1.15586 -1.96568
H -2.15206 2.16586 0.76985
H 1.28847 2.85606 1.99013
H -0.26447 3.48884 2.48415
H -0.30236 4.93494 0.37224
H 1.30622 4.36843 -0.00704
H 1.63719 6.45519 1.06522
H 2.03469 5.27369 2.28924
H -0.65708 6.73215 2.07137
H 0.61527 7.10932 3.22618
H -0.23712 5.58205 3.34063
*
```

***

Entry 2:
Molecular formula: C32H63Br14NO2P
Method: DFT, ωB97M-V/def2-TZVPD

Energy   -37839.82157 hartree
Frontier orbital gap   0.1800 Eh
Maximum force   2.673 eV/Å
Highest occupied orbital energy   -3.8 eV

Structure (ORCA input):
```
! RIJCOSX wB97M-V def2-TZVPD def2/J DEFGRID3
* xyz -1 1
C 1.13695 4.01801 0.15505
C 2.12344 3.74573 1.15547
C 2.76903 2.57738 0.77682
N 2.20182 2.19379 -0.39291
C 2.51001 1.00135 -1.18905
C 1.42456 -0.09326 -0.93357
C 1.00242 -0.10516 0.53350
C 0.05923 -1.27966 0.93983
C -0.79570 -1.86818 -0.19139
C -1.98166 -0.99601 -0.63799
C -3.00617 -0.67446 0.47138
C -4.44339 -0.44404 -0.07204
C -4.73106 0.97498 -0.59922
C -3.75743 1.48151 -1.69775
C -2.69006 2.45120 -1.11555
C -3.35582 3.81788 -0.76098
C -3.20700 4.31735 0.70968
C -3.15363 3.28859 1.86331
O -4.39624 2.89485 2.39445
P -5.45162 4.31856 2.17466
O -4.42700 5.04392 0.92957
C 1.23019 3.03745 -0.81515
H 0.44918 4.85604 0.18572
H 2.35626 4.28394 2.06457
H 3.54616 2.00049 1.25960
H 3.51784 0.63633 -0.94424
H 2.54504 1.28196 -2.24992
H 1.86935 -1.04091 -1.25476
H 0.57904 0.20449 -1.56922
H 0.53648 0.83284 0.85675
H 1.92245 -0.22423 1.13267
H -0.64342 -0.87349 1.68369
H 0.64609 -2.03708 1.47708
H -1.22593 -2.80972 0.20231
H -0.20048 -2.17511 -1.06714
H -1.61481 -0.04851 -1.05345
H -2.52545 -1.55586 -1.41561
H -2.69361 0.15885 1.11687
H -3.09019 -1.54420 1.14954
H -4.70171 -1.23444 -0.79514
H -5.12713 -0.59617 0.78124
H -5.73069 0.93233 -1.06590
H -4.81650 1.73103 0.19386
H -3.27593 0.66334 -2.25281
H -4.33343 2.05687 -2.43884
H -1.92086 2.64501 -1.88277
H -2.21027 1.95111 -0.26535
H -2.88742 4.58112 -1.40285
H -4.41610 3.78086 -1.02508
H -2.38251 5.04781 0.76593
H -2.64630 3.86326 2.67150
H -2.51971 2.38921 1.75387
H -6.33258 3.71160 3.16086
H -6.02778 3.59071 1.04922
H -6.37097 5.43359 2.07110
H -4.72084 4.95967 3.24715
H 0.65307 2.94666 -1.72515
Br 0.52867 -0.77330 -4.58151
C 1.70544 -2.13921 -5.31202
C 2.09216 -3.14990 -4.26597
Br 3.44513 -2.44317 -3.05791
H 2.55986 -1.62478 -5.74130
H 1.13337 -2.61503 -6.10619
H 2.55164 -4.02255 -4.72736
H 1.25624 -3.46757 -3.64954
Br -2.05745 -2.92710 3.71437
C -3.66729 -3.87688 3.18513
C -4.87827 -3.37532 3.92355
Br -4.93496 -4.05518 5.74973
H -3.47666 -4.93301 3.34469
H -3.76513 -3.68243 2.11436
H -5.78961 -3.74313 3.45490
H -4.91848 -2.29171 3.98858
Br 5.03229 -7.20021 -1.63444
C 5.21556 -5.41750 -0.87687
C 4.66236 -5.34812 0.52182
Br 2.71702 -5.28518 0.51535
H 4.72257 -4.73240 -1.56171
H 6.28657 -5.21899 -0.87568
H 4.97587 -4.42715 1.01026
H 4.94989 -6.19703 1.13454
Br -1.73593 1.57803 5.05912
C -0.10102 1.96726 4.07152
C 0.48236 3.29079 4.48625
Br -0.51641 4.75827 3.70034
H -0.34957 1.92702 3.01375
H 0.58049 1.15265 4.31322
H 1.49944 3.39944 4.11236
H 0.47724 3.43735 5.56235
Br 6.54279 -4.96516 -4.64957
C 7.27311 -3.51149 -3.58322
C 7.78606 -2.39188 -4.44828
Br 9.50378 -2.83721 -5.24888
H 8.03955 -3.94268 -2.94576
H 6.44310 -3.16643 -2.96813
H 7.97240 -1.50213 -3.84993
H 7.11259 -2.14395 -5.26269
Br -4.64263 -4.72176 0.04327
C -3.42252 -6.01556 -0.75315
C -2.99447 -7.06836 0.23357
Br -1.65366 -6.38200 1.46592
H -2.58712 -5.45096 -1.15690
H -3.98411 -6.46407 -1.57063
H -2.51124 -7.89727 -0.28041
H -3.81586 -7.44656 0.83478
Br 2.86893 6.16374 0.04100
C 4.31658 7.44154 -0.27067
C 5.59359 6.98153 0.38011
Br 5.56427 7.27861 2.30529
H 3.97949 8.40874 0.09244
H 4.43545 7.48468 -1.35246
H 6.44153 7.55994 0.01708
H 5.78771 5.92359 0.22816
*
```